{
  "formula": "C36H55N6O5PS",
  "method": "the ωB97M-V functional and the def2-TZVPD basis",
  "e_tot_ha": -2848.766479,
  "smiles": "[H]/N=C/C[C@H]1OS(=O)(=O)C[C@@](C[C@H]2CO2)([PH2]=O)[C@@H]1CCCCCCC.c1cc[nH]c1.c1cc[nH]c1.c1cc[nH]c1.c1cc[nH]c1.c1cc[nH]c1",
  "gap_ha": 0.3024,
  "symbols": ["H", "N", "C", "C", "C", "O", "S", "O", "O", "C", "C", "C", "C", "C", "O", "P", "O", "C", "C", "C", "C", "C", "C", "C", "C", "H", "H", "H", "H", "H", "H", "H", "H", "H", "H", "H", "H", "H", "H", "H", "H", "H", "H", "H", "H", "H", "H", "H", "H", "H", "H", "H", "H", "H", "C", "C", "C", "N", "C", "H", "H", "H", "H", "H", "C", "C", "C", "N", "C", "H", "H", "H", "H", "H", "C", "C", "C", "N", "C", "H", "H", "H", "H", "H", "C", "C", "C", "N", "C", "H", "H", "H", "H", "H", "C", "C", "C", "N", "C", "H", "H", "H", "H", "H"],
  "xyz": [[0.485, 2.635, 7.411], [-0.120, 2.136, 6.735], [0.276, 2.437, 5.535], [-0.472, 1.811, 4.285], [0.264, 0.445, 3.849], [-0.291, -0.570, 4.713], [0.254, -2.092, 4.379], [1.692, -2.240, 4.797], [-0.584, -3.088, 5.098], [0.172, -2.305, 2.521], [-0.610, -1.110, 1.824], [-0.736, -1.224, 0.241], [0.592, -2.075, -0.343], [0.377, -3.700, -0.399], [0.391, -2.763, -1.645], [-2.432, -1.208, 2.430], [-2.896, 0.126, 3.022], [0.066, 0.249, 2.288], [1.452, 0.563, 1.517], [2.132, 1.921, 1.941], [3.462, 1.845, 2.797], [3.916, 0.427, 3.326], [5.024, -0.138, 2.290], [4.781, -1.652, 1.871], [5.604, -2.681, 2.778], [1.157, 3.126, 5.367], [-0.509, 2.568, 3.453], [-1.538, 1.600, 4.619], [1.345, 0.594, 4.166], [-0.397, -3.265, 2.349], [1.265, -2.381, 2.220], [-1.615, -1.843, -0.093], [-0.644, -0.237, -0.302], [1.655, -1.681, -0.058], [1.373, -4.152, -0.159], [-0.631, -4.127, -0.170], [-3.300, -1.467, 1.302], [-2.515, -2.323, 3.320], [-0.636, 1.077, 1.943], [2.111, -0.350, 1.528], [1.134, 0.692, 0.429], [1.412, 2.617, 2.483], [2.382, 2.482, 0.980], [3.341, 2.538, 3.695], [4.302, 2.313, 2.189], [3.102, -0.341, 3.447], [4.463, 0.479, 4.323], [4.992, 0.470, 1.325], [6.073, -0.040, 2.690], [3.681, -1.903, 1.803], [5.191, -1.795, 0.814], [5.482, -3.735, 2.385], [5.175, -2.666, 3.819], [6.720, -2.464, 2.757], [2.559, 0.471, -3.499], [3.297, -0.055, -2.409], [3.965, 0.991, -1.822], [3.662, 2.130, -2.522], [2.800, 1.822, -3.542], [1.921, -0.077, -4.175], [3.333, -1.086, -2.089], [4.629, 1.023, -0.972], [4.015, 3.049, -2.316], [2.437, 2.587, -4.209], [-5.572, -4.840, -1.263], [-6.147, -4.007, -0.270], [-5.155, -3.686, 0.621], [-4.001, -4.299, 0.206], [-4.246, -5.000, -0.945], [-6.072, -5.274, -2.115], [-7.174, -3.678, -0.215], [-5.169, -3.078, 1.512], [-3.113, -4.242, 0.673], [-3.459, -5.552, -1.435], [-4.007, 1.007, -3.928], [-2.620, 0.771, -3.749], [-2.493, -0.269, -2.863], [-3.752, -0.667, -2.496], [-4.680, 0.102, -3.144], [-4.461, 1.755, -4.560], [-1.806, 1.303, -4.218], [-1.619, -0.758, -2.462], [-3.963, -1.410, -1.851], [-5.735, -0.059, -2.992], [-8.947, 2.162, -1.729], [-7.852, 1.969, -2.608], [-8.237, 1.041, -3.544], [-9.523, 0.665, -3.260], [-9.965, 1.347, -2.159], [-8.987, 2.824, -0.878], [-6.889, 2.454, -2.561], [-7.710, 0.617, -4.384], [-10.059, -0.008, -3.781], [-10.961, 1.193, -1.776], [5.948, 5.154, -5.316], [7.333, 4.916, -5.136], [7.457, 3.874, -4.251], [6.199, 3.477, -3.887], [5.272, 4.249, -4.536], [5.495, 5.903, -5.948], [8.148, 5.447, -5.603], [8.330, 3.383, -3.850], [5.989, 2.733, -3.243], [4.217, 4.090, -4.387]],
  "forces_ev_per_a": [[-0.350, -0.383, -0.294], [1.060, 0.979, -1.854], [-0.874, -0.701, 0.676], [0.187, 0.047, 1.492], [-0.001, 2.389, 0.072], [0.178, -2.143, -1.251], [2.329, -2.571, 3.469], [-3.121, 1.288, -1.830], [0.662, 2.756, -2.212], [-0.348, 0.253, -0.360], [0.044, -0.172, 0.338], [3.278, -1.403, -1.104], [-2.122, -2.557, 0.160], [1.247, 4.820, -0.954], [0.597, -0.448, 3.780], [-0.745, 3.712, 0.993], [0.805, -2.291, -0.787], [0.065, 0.856, -0.715], [-1.478, -0.217, -0.832], [0.228, 0.533, -0.393], [0.075, 0.576, 1.063], [1.800, -0.200, -0.650], [-0.817, -0.624, -0.586], [1.483, -0.262, -0.529], [-0.813, -0.064, -0.322], [-0.850, -0.704, -0.077], [0.180, -0.934, 0.724], [1.357, 0.030, -0.599], [-1.128, -0.544, -0.781], [0.958, 0.806, 0.414], [-1.480, 0.021, 0.360], [0.804, 0.871, 0.268], [-0.757, -0.910, 0.925], [-2.063, -0.774, -0.971], [-1.412, -0.298, -0.699], [1.252, 0.326, -0.269], [0.850, -0.519, 0.443], [0.097, 0.084, -0.471], [0.738, -1.118, 0.555], [-0.306, 1.166, 0.239], [0.563, -0.237, 1.306], [0.691, -1.125, -0.738], [-0.344, -0.770, 1.168], [0.077, -0.814, -1.086], [-0.946, -0.731, 0.838], [0.712, 0.934, -0.142], [-1.012, 0.250, -1.091], [-0.054, -0.610, 1.272], [-1.106, -0.031, -0.287], [1.112, 0.209, 0.363], [-0.591, 0.256, 1.193], [0.058, 1.117, 0.407], [0.757, 0.002, -0.893], [-1.482, -0.020, 0.174], [-0.121, 0.191, -0.113], [0.106, 0.002, 0.233], [0.065, -0.050, 0.100], [-0.053, -0.053, 0.018], [-0.020, -0.032, -0.033], [0.041, 0.037, 0.050], [0.014, 0.051, -0.049], [-0.039, -0.033, -0.049], [-0.165, -0.046, 0.051], [-0.003, -0.097, 0.018], [0.209, -0.077, -0.080], [0.034, 0.144, 0.141], [-0.061, 0.095, 0.089], [-0.023, 0.098, -0.103], [0.011, -0.083, -0.092], [0.049, 0.026, 0.056], [0.078, -0.014, 0.012], [-0.075, -0.074, -0.040], [-0.122, -0.087, -0.002], [-0.081, 0.019, 0.013], [-0.211, -0.062, 0.034], [0.168, -0.079, 0.082], [0.072, 0.001, 0.083], [0.077, 0.071, -0.072], [-0.061, -0.017, 0.023], [0.018, -0.052, 0.041], [-0.043, -0.049, 0.035], [-0.031, 0.001, -0.120], [-0.046, 0.025, -0.116], [0.073, 0.056, 0.021], [-0.223, -0.046, 0.047], [0.095, -0.075, -0.174], [0.053, -0.028, -0.021], [0.025, 0.092, 0.049], [-0.018, -0.013, 0.047], [-0.005, -0.048, -0.060], [-0.054, -0.050, -0.008], [-0.017, 0.053, 0.050], [0.055, 0.084, 0.048], [0.079, 0.025, 0.001], [-0.214, -0.024, 0.040], [0.172, -0.109, 0.076], [0.022, 0.033, 0.032], [0.096, 0.079, -0.038], [0.011, 0.062, 0.044], [0.021, -0.060, 0.043], [-0.054, -0.049, 0.029], [-0.047, 0.052, -0.043], [0.029, -0.047, -0.202], [0.071, 0.052, -0.107]]
}